166
Properties=species:S:1:pos:R:3:forces:R:3 method="wB97M-V/def2-TZVPD" e_tot_ev=-152991.6116 e_above_lowest_ev=8.113 smiles="CCOP(=O)(OCC)OCC.CCOP(=O)(OCC)OCC.CCOP(=O)(OCC)OCC.CCOP(=O)(OCC)OCC.CCOP(=O)(OCC)OCC.CCOP(=O)(OCC)OCC.O=C1OCCO1" gap_ev=10.31 total_charge=0
C -0.496 1.871 -0.971 -0.348 -0.536 1.573
C -0.565 1.097 0.352 -1.404 -0.750 -1.640
O 0.803 1.062 0.688 0.185 -0.410 3.588
C 1.622 1.280 -0.297 3.913 -1.542 -1.427
O 2.885 1.082 -0.285 -5.834 1.303 -0.164
O 0.825 1.542 -1.363 1.736 1.262 -1.552
H -0.682 2.865 -0.562 0.648 0.866 -1.266
H -1.161 1.588 -1.786 -0.024 0.073 0.329
H -0.962 0.102 0.149 0.418 -0.456 0.329
H -1.243 1.550 1.075 0.631 0.137 0.300
C -3.500 -1.028 -7.567 -0.391 -2.181 0.470
C -3.696 0.289 -8.130 0.606 2.321 -0.674
O -4.178 1.187 -7.065 0.832 0.082 0.414
P -3.065 1.974 -6.213 -0.843 0.126 1.526
O -1.735 1.351 -6.119 -0.644 0.791 -0.629
O -3.130 3.489 -6.932 0.900 -2.429 3.249
C -4.329 4.055 -7.373 -1.109 2.427 -1.647
C -4.514 3.571 -8.779 -0.569 -0.678 0.686
O -3.744 2.018 -4.655 0.659 0.718 -2.261
C -3.757 0.882 -3.745 -1.024 -0.799 -1.272
C -4.662 -0.248 -4.257 -0.059 -1.248 -0.021
H -3.268 -1.777 -8.324 -0.055 0.063 -0.187
H -2.661 -1.039 -6.871 -0.105 0.181 0.087
H -4.406 -1.349 -7.053 0.057 -0.199 0.063
H -2.735 0.625 -8.519 0.168 0.452 0.207
H -4.364 0.491 -8.967 -0.436 -0.779 0.230
H -5.223 4.140 -6.754 0.191 -1.292 0.629
H -4.210 5.116 -7.595 1.042 0.433 0.893
H -3.517 3.767 -9.172 -0.302 -0.494 -0.771
H -4.766 2.525 -8.606 0.036 0.059 -1.284
H -5.295 4.131 -9.295 0.080 -0.181 -0.118
H -2.788 0.403 -3.607 0.337 0.886 0.238
H -4.255 1.239 -2.843 0.815 0.360 -0.034
H -5.383 -0.588 -3.514 -0.579 0.751 -0.045
H -5.103 -0.080 -5.240 -0.269 0.353 0.393
H -4.152 -1.206 -4.363 0.750 0.145 -0.307
C 4.215 -4.419 3.143 1.864 -0.121 -0.329
C 4.203 -4.449 1.588 -1.714 -0.221 1.037
O 2.861 -4.848 1.283 -1.738 -0.392 -2.295
P 2.196 -4.752 -0.245 -0.253 -0.812 4.409
O 3.041 -5.153 -1.363 -0.328 0.400 -0.216
O 0.901 -5.716 -0.032 1.839 0.053 -1.627
C 0.043 -5.746 1.076 -0.321 2.095 1.718
C -1.141 -4.835 0.744 0.001 -1.248 -0.900
O 1.684 -3.236 -0.078 -0.105 -1.596 0.142
C 1.540 -2.470 -1.256 2.083 0.729 -0.325
C 2.967 -1.940 -1.618 -1.255 0.291 -0.925
H 5.219 -4.100 3.421 0.307 0.109 0.081
H 3.566 -3.717 3.667 -0.463 0.026 -0.698
H 4.141 -5.388 3.638 -0.431 -0.207 -0.451
H 4.375 -3.451 1.185 0.291 -0.189 -0.064
H 4.789 -5.221 1.088 0.832 0.333 0.524
H -0.296 -6.743 1.357 0.346 -0.187 -0.529
H 0.577 -5.326 1.929 0.049 -0.247 0.184
H -0.752 -3.969 0.208 -0.251 0.283 0.493
H -1.659 -5.437 -0.004 -0.546 0.318 -0.219
H -1.845 -4.633 1.551 0.348 0.164 0.096
H 1.142 -3.108 -2.045 -0.372 0.471 -0.181
H 0.934 -1.613 -0.963 -0.369 -0.236 -0.349
H 2.801 -1.006 -2.156 0.302 0.268 0.154
H 3.543 -1.749 -0.713 -0.095 0.030 -0.121
H 3.506 -2.572 -2.324 -0.033 -0.336 0.394
C 4.879 -0.044 2.658 2.298 0.979 -0.680
C 5.521 -1.277 2.039 -2.003 -0.210 0.959
O 6.878 -1.028 1.779 1.907 -1.099 -0.850
P 8.006 -2.175 1.489 1.172 0.288 -1.073
O 9.358 -1.587 1.167 -2.763 -1.072 1.053
O 7.938 -3.183 2.784 0.209 0.508 -0.265
C 8.284 -2.659 4.088 0.247 -0.037 2.370
C 8.240 -3.738 5.276 -0.871 -0.492 -2.930
O 7.435 -3.118 0.259 -0.839 1.860 2.211
C 7.895 -4.456 0.097 -0.217 -0.527 -0.474
C 7.269 -5.038 -1.192 0.619 0.681 0.088
H 3.836 0.128 2.393 0.074 -0.261 0.641
H 5.292 0.118 3.654 -1.097 -0.351 0.601
H 5.465 0.742 2.183 -0.454 0.529 -0.571
H 5.404 -2.082 2.764 0.198 -0.378 -0.333
H 4.911 -1.471 1.156 0.633 -0.365 -0.394
H 9.282 -2.225 4.154 -0.029 0.167 -0.811
H 7.553 -1.903 4.375 0.014 0.222 -0.285
H 8.273 -3.429 6.320 0.214 0.575 -0.432
H 7.282 -4.219 5.077 -0.244 -0.240 0.510
H 8.964 -4.521 5.050 0.271 0.133 0.314
H 8.973 -4.326 0.194 0.206 -0.969 -0.600
H 7.512 -5.124 0.869 0.234 0.337 0.589
H 7.359 -4.353 -2.035 0.106 0.071 0.049
H 7.736 -5.978 -1.487 0.062 -0.026 0.210
H 6.205 -5.214 -1.034 0.005 0.013 0.072
C -3.616 5.163 -3.923 -0.342 0.626 -0.255
C -2.134 5.253 -3.533 1.018 -0.287 -1.555
O -1.590 6.002 -2.377 0.463 -0.707 -1.004
P -0.159 6.827 -2.539 0.700 -0.137 2.087
O 0.576 6.971 -3.804 -1.037 -0.656 -0.247
O 0.884 6.218 -1.375 -3.059 2.533 -1.295
C 1.616 5.040 -1.708 -1.153 0.831 1.590
C 2.234 4.592 -0.353 1.554 -0.350 -2.523
O -0.665 8.208 -1.912 0.612 -0.177 -0.344
C -0.963 9.308 -2.807 -0.117 -0.268 -1.646
C -0.444 10.588 -2.298 -0.005 1.644 1.875
H -3.649 4.718 -4.918 0.673 -0.160 -0.029
H -4.223 4.446 -3.371 0.188 0.318 0.601
H -4.182 6.071 -4.130 0.184 0.393 0.729
H -1.863 4.201 -3.618 0.520 -0.328 1.432
H -1.510 5.590 -4.361 -0.564 0.583 -0.415
H 0.846 4.399 -2.139 0.522 -0.979 0.140
H 2.323 5.309 -2.493 0.381 -0.329 0.272
H 2.977 5.294 0.027 -0.546 0.652 -0.003
H 1.645 4.205 0.478 -0.300 -0.096 -0.592
H 2.929 3.901 -0.831 0.085 -1.269 1.013
H -0.451 9.297 -3.769 -0.016 -1.507 -0.095
H -2.026 9.309 -3.049 -0.088 -0.106 0.417
H 0.055 10.361 -1.356 0.338 0.301 -0.029
H 0.227 11.125 -2.969 0.182 -0.397 0.004
H -1.208 11.322 -2.044 -0.260 -0.121 0.061
C 1.983 -6.028 7.885 0.763 0.278 0.003
C 1.874 -4.890 6.893 -1.243 1.864 -0.185
O 1.062 -5.222 5.761 -0.539 -0.806 -1.012
P -0.362 -4.639 5.384 -1.038 2.151 0.226
O -1.386 -4.455 6.472 1.722 -0.616 -1.567
O 0.064 -3.172 4.705 0.816 -4.219 1.234
C -0.881 -2.291 4.173 0.505 0.256 0.336
C -0.055 -1.294 3.406 -0.716 1.204 -1.336
O -0.830 -5.595 4.154 -0.361 0.879 1.923
C -1.603 -6.799 4.558 0.577 0.421 -0.124
C -0.667 -7.920 4.392 0.678 -0.875 -0.681
H 1.264 -6.833 7.736 0.138 0.128 -0.352
H 3.014 -6.353 7.743 -0.173 -0.777 0.401
H 1.868 -5.713 8.922 0.040 0.246 -0.101
H 1.426 -3.959 7.240 -0.110 -0.161 0.934
H 2.817 -4.509 6.502 0.252 -0.679 -0.108
H -1.594 -2.826 3.546 -0.079 0.092 -0.111
H -1.371 -1.873 5.052 -0.496 0.448 -0.388
H 0.406 -0.488 3.977 -0.240 -0.162 0.310
H 0.721 -1.647 2.726 0.073 -0.914 0.431
H -0.733 -0.851 2.676 -0.214 0.625 0.113
H -1.906 -6.871 5.603 -0.427 1.177 -0.053
H -2.445 -6.873 3.870 -0.018 0.230 0.192
H -0.192 -7.808 3.418 -0.036 -0.562 -0.110
H 0.140 -7.909 5.124 -0.149 0.034 0.148
H -1.248 -8.837 4.489 0.315 -0.291 -0.184
C -1.264 4.612 1.731 0.470 -0.086 1.256
C -2.509 5.103 1.011 0.586 1.123 0.655
O -3.740 4.899 1.792 0.377 -0.560 0.009
P -4.371 3.440 1.673 0.062 1.953 0.057
O -3.293 2.443 1.884 -1.677 -0.381 -0.430
O -5.697 3.462 2.642 1.691 -0.962 0.055
C -6.149 2.202 3.230 -1.267 -0.853 -0.520
C -7.653 1.975 2.824 0.675 0.595 0.278
O -5.002 3.747 0.229 1.077 0.526 0.312
C -6.172 3.227 -0.347 0.485 -1.112 1.299
C -5.883 1.767 -0.422 -0.946 -1.930 -1.616
H -0.391 5.258 1.640 -0.037 0.059 -0.872
H -1.345 4.622 2.818 -0.747 0.146 0.157
H -0.988 3.571 1.564 -0.063 0.162 -0.504
H -2.510 6.185 0.887 0.248 0.030 0.318
H -2.463 4.779 -0.029 -0.948 -0.698 0.046
H -5.474 1.381 2.989 -0.114 0.017 -1.138
H -6.099 2.015 4.303 0.203 1.765 0.467
H -7.766 1.055 2.250 -0.312 0.072 0.221
H -8.315 2.064 3.685 0.226 -0.934 0.352
H -8.094 2.813 2.285 0.692 0.051 -0.703
H -6.986 3.423 0.351 -0.353 0.243 -0.413
H -6.288 3.681 -1.331 -0.196 0.045 0.219
H -6.748 1.190 -0.751 -0.330 0.026 -0.103
H -5.145 1.575 -1.201 0.212 0.129 0.181
H -5.544 1.224 0.461 0.066 0.670 0.410